Below is a molecular structure, C34H41CaN4O6PS in a non-equilibrium geometry, with properties calculated with the ωB97M-V functional and the def2-TZVPD basis.

Geometry as XYZ:
```
88
Properties=species:S:1:pos:R:3:forces:R:3
Ca 1.426 -0.560 -0.518 0.352 2.647 -0.032
O -0.167 -0.565 -2.045 -1.010 0.402 -0.557
C -0.187 -1.841 -2.646 -0.199 -1.013 -0.539
C -0.143 -2.917 -1.569 -0.339 0.168 -0.365
N 1.091 -2.832 -0.810 0.059 -1.451 -0.007
C 0.886 -3.359 0.528 -0.384 0.091 0.528
C 0.035 -2.291 1.288 -0.412 -1.593 0.538
O -0.930 -2.644 1.949 -0.217 -0.186 0.080
O 0.458 -1.115 1.120 -1.090 -0.244 2.411
C 2.218 -3.368 -1.557 0.440 0.292 -0.486
C 2.951 -2.219 -2.332 0.504 -1.427 -0.654
O 3.646 -2.532 -3.285 0.066 -0.147 -0.099
O 2.759 -1.061 -1.869 2.133 -0.157 -2.046
H -1.012 -0.462 -1.585 -0.173 0.158 -0.111
H 0.699 -1.896 -3.282 -0.204 0.031 -0.098
H -1.095 -1.966 -3.254 0.256 0.052 0.063
H -0.268 -3.916 -2.024 -0.043 0.122 0.088
H -0.980 -2.732 -0.888 -0.011 -0.127 -0.101
H 1.843 -3.435 1.055 -0.001 -0.053 -0.135
H 0.392 -4.345 0.538 0.087 0.214 0.047
H 1.916 -4.140 -2.282 0.095 0.097 0.172
H 2.953 -3.816 -0.882 -0.108 0.061 -0.014
C 4.864 -2.364 1.779 -0.284 0.142 -0.157
C 4.248 -1.261 0.923 0.184 0.191 0.176
C 5.295 -0.569 0.054 -0.282 -0.075 0.002
C 3.450 -0.266 1.779 0.406 -0.461 0.603
C 4.281 0.635 2.725 0.085 -0.710 0.213
O 3.982 1.957 2.295 -0.120 0.606 -0.136
C 3.090 1.858 1.286 0.211 -0.433 0.149
N 2.751 0.684 0.939 0.177 1.113 0.133
C 2.632 3.130 0.725 -0.048 0.497 -0.113
C 3.465 4.235 0.895 0.007 -0.066 0.043
C 3.094 5.481 0.427 -0.073 0.000 -0.050
C 1.888 5.627 -0.237 0.112 -0.034 0.011
C 1.053 4.535 -0.407 -0.029 -0.102 0.073
C 1.389 3.277 0.088 0.243 0.030 -0.080
P 0.255 1.847 -0.096 -0.862 1.466 0.154
C -1.133 2.646 -0.993 0.106 -0.220 0.010
C -1.158 2.489 -2.376 0.223 -0.106 0.111
C -2.135 3.107 -3.134 -0.139 0.094 -0.170
C -3.099 3.885 -2.516 0.011 -0.006 -0.059
C -3.089 4.038 -1.137 -0.056 0.032 0.045
C -2.112 3.421 -0.375 0.046 -0.069 -0.046
C -0.444 1.710 1.578 -0.059 -0.026 0.181
C -1.580 0.914 1.715 0.075 0.130 0.027
C -2.143 0.711 2.959 -0.122 0.049 0.043
C -1.583 1.298 4.083 0.063 0.026 -0.050
C -0.441 2.068 3.955 0.012 -0.002 0.221
C 0.128 2.274 2.710 0.014 -0.013 -0.195
H 5.321 -3.116 1.138 0.076 -0.064 0.016
H 4.105 -2.850 2.393 -0.023 -0.079 0.087
H 5.633 -1.966 2.438 0.106 0.025 0.082
H 3.509 -1.703 0.249 0.213 -0.239 0.031
H 6.024 -0.023 0.653 0.064 0.008 0.042
H 4.808 0.116 -0.636 0.074 0.078 -0.084
H 5.830 -1.307 -0.541 0.048 -0.029 -0.070
H 2.695 -0.832 2.336 0.057 0.044 0.032
H 5.361 0.481 2.642 -0.166 -0.006 0.024
H 3.979 0.534 3.773 0.072 0.042 -0.171
H 4.406 4.104 1.404 0.044 0.006 0.049
H 3.738 6.332 0.586 0.096 0.062 -0.029
H 1.594 6.591 -0.625 -0.044 0.077 -0.014
H 0.111 4.672 -0.918 -0.001 0.026 -0.014
H -0.397 1.880 -2.852 -0.064 0.003 -0.022
H -2.147 2.980 -4.207 0.012 -0.006 -0.054
H -3.858 4.378 -3.108 -0.064 0.011 -0.033
H -3.844 4.644 -0.658 -0.048 0.041 0.054
H -2.101 3.546 0.698 -0.015 0.004 0.085
H -2.026 0.453 0.843 -0.051 -0.100 -0.011
H -3.018 0.088 3.063 -0.087 -0.096 -0.068
H -2.034 1.156 5.054 -0.020 -0.071 0.095
H 0.017 2.508 4.830 0.010 0.068 0.056
H 1.018 2.881 2.628 0.017 0.090 0.051
C -4.215 -3.883 -0.416 0.264 -0.154 0.021
N -5.114 -2.941 -1.019 -0.280 0.305 -0.119
C -6.544 -3.184 -1.037 -0.253 -0.083 0.078
C -7.120 -1.887 -1.633 -0.367 -0.080 -0.127
N -5.982 -0.997 -1.574 0.029 -0.154 0.091
C -4.829 -1.657 -1.300 -0.348 -0.023 -0.096
S -3.346 -0.945 -1.327 0.660 0.477 -0.018
H -4.159 -4.792 -1.020 0.026 0.030 0.046
H -4.555 -4.148 0.589 0.022 0.027 -0.007
H -3.229 -3.426 -0.346 -0.063 -0.076 0.039
H -6.909 -3.362 -0.018 0.020 -0.004 -0.061
H -6.778 -4.063 -1.644 -0.021 0.061 0.077
H -7.951 -1.487 -1.046 0.053 -0.167 -0.091
H -7.462 -2.034 -2.666 0.056 0.001 0.156
H -5.971 -0.097 -2.021 0.195 -0.041 0.049
```
Positions in Å, forces in eV/Å.

HOMO-LUMO gap ... 8.56 eV
ΔE to the lowest compared entry with this formula, charge and spin ... 51.2 kcal per mole
Multiplicity ... 1

Below is a molecular structure, C4H6NO3 in a non-equilibrium geometry, with properties calculated with the ωB97M-V functional and the def2-TZVPD basis.

Geometry as XYZ:
```
14
Properties=species:S:1:pos:R:3:forces:R:3
O -2.046 -0.672 -0.649 0.202 -0.712 0.463
C -0.937 -0.722 -0.096 0.216 -1.649 -3.510
N 0.270 -0.392 -0.921 -0.957 0.929 1.703
C 0.734 1.021 -0.642 1.541 -0.030 0.517
O 0.776 1.392 0.548 -0.488 0.016 -0.291
O 1.132 1.609 -1.658 -0.318 -0.139 -0.308
C -0.679 -0.830 1.376 -0.214 -0.332 -3.031
C 0.735 -1.243 1.709 0.894 1.518 0.425
H 0.106 -0.256 -1.916 -0.903 -0.779 0.199
H -1.013 0.194 0.810 1.205 1.472 4.188
H -1.447 -1.239 2.031 -0.344 0.439 -0.672
H 1.351 -0.362 1.976 -0.327 -0.406 -0.032
H 0.724 -1.905 2.569 -0.047 -0.283 0.071
H 1.268 -1.688 0.856 -0.459 -0.044 0.277
```
Positions in Å, forces in eV/Å.

Net charge ... -1
HOMO-LUMO gap ... 8.46 eV
ΔE to the lowest compared entry with this formula, charge and spin ... 63.2 kcal per mole
Multiplicity ... 1

Below is a single C5H7N3 molecule in a non-equilibrium geometry, with properties calculated with the ωB97M-V functional and the def2-TZVPD basis.

Geometry as XYZ:
```
15
Properties=species:S:1:pos:R:3:forces:R:3
H -2.666 -1.512 -0.799 -0.307 -0.138 -0.017
N -1.732 -1.848 -1.016 -0.013 0.203 0.029
C -0.883 -0.994 -0.615 0.719 -0.101 -0.002
C 0.585 -1.271 -0.837 0.475 1.521 1.217
C 1.536 -0.546 -0.183 -0.434 -0.696 -0.140
C 0.907 0.421 0.781 0.035 -0.008 -0.565
C 0.546 1.885 0.923 0.846 0.149 0.154
N -0.101 1.056 -0.024 -0.185 -0.022 -0.949
N -1.227 0.222 0.074 -1.664 0.119 -0.435
H 0.789 -2.041 -1.549 0.162 -0.386 -0.197
H 2.607 -0.699 -0.259 -0.101 -0.171 -0.201
H 0.444 -0.099 1.617 0.117 -0.137 0.143
H 1.145 2.645 0.405 -0.431 -0.094 0.511
H 0.092 2.127 1.879 0.085 0.119 0.053
H -2.044 0.655 -0.398 0.697 -0.356 0.398
```
Positions in Å, forces in eV/Å.

HOMO-LUMO gap ... 9.18 eV
ΔE to the lowest compared entry with this formula, charge and spin ... 110.8 kcal per mole
SMILES ... [H]/N=C1/C=C[C@H]2CN2N1
Multiplicity ... 1

Below is 2 unconnected molecules or ions with the total composition C6H9N2O2, with properties calculated with the ωB97M-V functional and the def2-TZVPD basis.

Geometry as XYZ:
```
19
Properties=species:S:1:pos:R:3:forces:R:3
C 0.557 -0.214 -3.893 -0.700 -0.233 -0.067
C 1.819 -0.733 -0.608 -0.570 0.126 -0.049
C -0.134 -0.224 -1.400 0.154 0.226 -0.120
C 0.787 -0.283 -2.420 -0.572 -0.460 -0.097
N 0.536 -0.504 -0.244 -0.181 -0.030 0.191
N 2.002 -0.616 -1.915 0.619 -0.160 0.357
H 0.085 -0.425 0.772 0.569 0.183 -0.419
H 2.573 -0.994 0.116 0.083 0.037 -0.016
H -1.178 0.044 -1.405 -0.009 -0.079 -0.001
H 0.449 -1.204 -4.354 0.546 -0.061 0.186
H 1.369 0.327 -4.374 -0.138 0.085 -0.226
H -0.431 0.207 -4.114 0.305 0.529 0.061
C -1.974 1.458 1.761 0.489 -0.015 -0.239
C -1.239 0.468 2.675 0.221 -0.164 0.132
O -0.285 -0.198 2.151 -0.259 -0.063 0.185
O -1.583 0.420 3.861 -0.109 0.061 -0.043
H -1.847 1.201 0.708 -0.202 -0.120 0.033
H -1.477 2.425 1.876 -0.194 0.050 0.152
H -3.020 1.535 2.041 -0.053 0.089 -0.018
```
Positions in Å, forces in eV/Å.

Net charge ... -1
HOMO-LUMO gap ... 8.56 eV
ΔE to the lowest compared entry with this formula, charge and spin ... 3.4 kcal per mole
Multiplicity ... 1

Below is a molecular structure, C32H24BrN8O7Ta in a non-equilibrium geometry, with properties calculated with the ωB97M-V functional and the def2-TZVPD basis.

Geometry as XYZ:
```
73
Properties=species:S:1:pos:R:3:forces:R:3
Ta 0.529 0.049 -0.318 0.511 1.047 -0.304
C -2.096 3.282 -5.134 -0.046 0.013 0.060
C -1.826 2.738 -3.762 -0.068 -0.014 -0.109
C -2.695 1.793 -3.180 0.053 -0.012 0.011
C -2.434 1.252 -1.949 0.058 0.093 -0.055
C -1.312 1.674 -1.214 -0.230 -0.233 0.270
N -1.068 1.149 0.092 -0.205 -0.496 0.163
C -2.000 1.379 1.112 0.172 0.329 -0.362
C -2.945 2.398 1.008 -0.148 0.021 0.129
C -3.828 2.648 2.039 0.035 -0.007 -0.028
C -3.780 1.918 3.228 0.016 -0.033 0.051
C -4.698 2.228 4.377 0.005 -0.007 -0.056
C -2.823 0.922 3.335 -0.084 0.089 -0.051
C -1.958 0.646 2.283 0.195 -0.348 0.203
N -1.009 -0.418 2.434 0.078 0.412 -0.221
C -1.043 -1.362 3.368 -0.056 -0.029 0.139
C 0.154 -2.060 3.356 -0.049 0.005 0.035
C 0.881 -1.493 2.342 0.028 0.184 -0.045
N 0.187 -0.477 1.751 -0.200 -0.380 0.027
C -0.458 2.607 -1.790 0.091 0.207 -0.138
C -0.700 3.127 -3.059 0.007 -0.080 0.073
N 0.655 3.066 -1.046 -0.022 -0.042 0.129
C 1.190 4.297 -0.963 -0.119 -0.038 -0.017
C 2.237 4.233 -0.075 0.023 -0.083 0.042
C 2.284 2.902 0.337 -0.105 0.101 0.131
N 1.314 2.194 -0.251 0.093 0.039 -0.354
H -3.155 3.224 -5.377 0.001 0.005 -0.003
H -1.553 2.707 -5.887 0.015 -0.030 0.003
H -1.777 4.320 -5.216 0.011 0.003 -0.012
H -3.575 1.477 -3.724 -0.004 0.014 -0.030
H -3.083 0.505 -1.510 -0.011 -0.007 0.010
H -2.990 2.996 0.108 0.016 -0.002 -0.012
H -4.557 3.439 1.926 -0.019 0.003 0.012
H -5.675 2.551 4.021 -0.003 0.011 -0.012
H -4.286 3.032 4.988 0.000 0.015 0.005
H -4.840 1.360 5.017 0.006 -0.008 0.015
H -2.747 0.374 4.263 -0.002 0.004 0.021
H -1.910 -1.480 3.994 0.008 -0.050 0.014
H 0.436 -2.878 3.993 0.014 -0.026 0.006
H 1.847 -1.780 1.962 0.005 -0.050 0.008
H -0.001 3.828 -3.496 0.021 0.031 0.004
H 0.769 5.118 -1.516 0.006 0.040 -0.021
H 2.871 5.040 0.243 0.036 0.016 0.012
H 2.948 2.448 1.049 0.041 0.000 -0.018
O -2.241 -1.776 -0.398 -0.256 0.035 -0.151
C -1.183 -1.951 -0.917 0.207 0.165 -0.573
O -0.533 -0.940 -1.642 -0.177 -0.260 1.040
C -0.354 -3.175 -0.797 -0.200 -0.044 0.036
C -0.863 -4.451 -0.969 0.188 0.017 0.012
C 0.009 -5.513 -0.813 -0.069 -0.081 -0.132
C 1.331 -5.352 -0.452 -0.039 0.147 -0.049
C 1.792 -4.067 -0.231 0.319 -0.287 0.062
C 0.970 -2.964 -0.416 0.054 0.606 -0.106
O 1.413 -1.702 -0.270 0.037 -0.965 0.178
N 3.195 -3.913 0.205 -0.389 -0.081 0.024
O 3.992 -4.699 -0.228 0.176 -0.077 -0.119
O 3.440 -3.024 1.004 0.048 0.212 0.057
N -0.497 -6.886 -1.039 -0.074 0.032 0.432
O 0.297 -7.787 -0.910 0.103 -0.074 -0.123
O -1.675 -6.995 -1.282 -0.079 -0.001 -0.176
H -1.896 -4.625 -1.237 -0.002 -0.006 0.009
H 1.983 -6.208 -0.340 -0.011 0.005 -0.005
Br 2.251 0.316 -2.553 -0.094 0.024 -0.251
C 3.520 0.113 -1.148 0.162 -0.010 -0.073
C 4.849 -0.100 -1.435 -0.041 0.025 0.219
C 5.686 -0.272 -0.340 0.021 -0.001 -0.044
C 5.158 -0.226 0.941 0.024 0.002 -0.020
C 3.803 -0.015 1.103 -0.076 0.052 -0.016
N 2.982 0.162 0.058 -0.011 -0.117 0.031
H 5.209 -0.134 -2.452 0.004 0.002 -0.026
H 6.742 -0.445 -0.496 0.014 -0.009 0.019
H 5.785 -0.365 1.809 0.007 -0.005 0.016
H 3.353 0.025 2.087 -0.018 -0.013 0.003
```
Positions in Å, forces in eV/Å.

Net charge ... +2
HOMO-LUMO gap ... 6.70 eV
ΔE to the lowest compared entry with this formula, charge and spin ... 25.3 kcal per mole
Multiplicity ... 1

Below is a gas-phase ion, C6H11N5 (charge +2) in a non-equilibrium geometry, with properties calculated with the ωB97M-V functional and the def2-TZVPD basis.

Geometry as XYZ:
```
22
Properties=species:S:1:pos:R:3:forces:R:3
C 1.277 -0.573 -0.421 -0.770 -2.828 0.689
C -2.114 -0.156 -0.637 1.937 0.340 1.959
C 0.796 -1.443 0.737 1.079 1.675 0.814
C -0.707 -1.054 0.950 1.720 -0.840 -0.608
C 2.533 -0.705 -1.200 3.023 0.969 0.291
C -1.154 1.439 1.044 -0.436 1.200 -0.984
N 0.502 0.223 -0.915 -2.348 2.438 -0.869
N -2.256 -1.558 -0.502 -2.632 -0.301 -2.758
N -1.504 -2.044 0.315 0.404 -0.533 0.051
N -2.838 0.625 -1.359 2.087 -1.781 2.050
N -1.032 0.207 0.246 0.008 -0.425 -1.183
H 1.101 -2.482 0.681 -0.774 -0.455 -0.691
H 1.455 -1.174 1.578 -0.466 0.462 0.184
H -1.031 -1.183 1.958 0.023 0.869 1.228
H 3.048 -1.638 -0.866 -0.309 0.789 -0.204
H 3.145 0.240 -0.820 -0.812 -2.062 -1.090
H 2.484 -0.733 -2.327 -0.379 0.358 1.348
H -0.185 1.736 1.392 0.580 0.291 -0.033
H -1.658 2.296 0.489 0.821 -1.221 0.597
H -1.728 1.154 1.886 -0.826 0.102 0.979
H -3.628 0.201 -1.735 -1.992 -0.723 -1.485
H -2.769 1.601 -1.260 0.059 1.675 -0.281
```
Positions in Å, forces in eV/Å.

Net charge ... +2
HOMO-LUMO gap ... 8.54 eV
ΔE to the lowest compared entry with this formula, charge and spin ... 134.4 kcal per mole
Multiplicity ... 1